{
  "formula": "C34H23F10N2O5S2SbSrTe",
  "method": "wB97M-V/def2-TZVPD",
  "elements": ["Sr", "O", "S", "O", "O", "O", "C", "C", "C", "C", "N", "C", "C", "C", "C", "C", "C", "N", "H", "H", "H", "H", "H", "H", "H", "H", "S", "Sb", "C", "C", "C", "C", "C", "C", "C", "C", "C", "C", "C", "C", "C", "C", "C", "C", "C", "C", "H", "H", "H", "H", "H", "H", "H", "H", "H", "H", "H", "H", "H", "H", "H", "F", "Te", "F", "F", "F", "F", "O", "F", "C", "C", "C", "F", "C", "F", "C", "F", "C", "F"],
  "coordinates": [[-0.59, 1.27, -0.67], [1.76, 0.77, 2.30], [0.74, 1.80, 2.09], [0.64, 2.77, 3.16], [-0.58, 1.15, 1.79], [1.07, 2.55, 0.76], [-0.43, 6.00, -0.41], [0.09, 6.40, -1.63], [0.05, 5.52, -2.70], [-0.50, 4.26, -2.52], [-1.00, 3.88, -1.35], [-0.96, 4.72, -0.32], [-0.56, 3.24, -3.62], [-0.16, 3.54, -4.92], [-0.26, 2.56, -5.90], [-0.76, 1.31, -5.55], [-1.14, 1.11, -4.24], [-1.04, 2.04, -3.30], [-0.40, 6.64, 0.46], [0.54, 7.38, -1.74], [0.48, 5.82, -3.65], [-1.35, 4.34, 0.62], [0.23, 4.51, -5.18], [0.07, 2.77, -6.91], [-0.84, 0.52, -6.28], [-1.54, 0.15, -3.91], [-1.01, -1.66, -0.79], [0.59, -2.02, 0.84], [2.68, -1.96, 1.06], [3.47, -2.22, -0.05], [4.83, -2.42, 0.11], [5.41, -2.34, 1.37], [4.62, -2.06, 2.47], [3.25, -1.87, 2.32], [0.68, -4.19, 0.72], [0.33, -4.87, -0.44], [0.47, -6.25, -0.52], [0.95, -6.96, 0.57], [1.30, -6.29, 1.74], [1.17, -4.91, 1.81], [-0.35, -2.01, 2.75], [-1.42, -2.90, 2.85], [-2.13, -3.02, 4.03], [-1.77, -2.25, 5.13], [-0.71, -1.35, 5.03], [-0.01, -1.22, 3.84], [3.03, -2.23, -1.04], [5.45, -2.60, -0.76], [6.48, -2.48, 1.49], [5.06, -1.97, 3.45], [2.64, -1.63, 3.18], [-0.07, -4.31, -1.27], [0.20, -6.76, -1.43], [1.06, -8.04, 0.51], [1.67, -6.85, 2.59], [1.45, -4.40, 2.72], [-1.72, -3.49, 1.99], [-2.97, -3.70, 4.10], [-2.32, -2.33, 6.06], [-0.45, -0.72, 5.87], [0.77, -0.48, 3.74], [3.55, 1.13, -2.17], [2.81, 1.67, -0.49], [4.27, 0.59, 0.05], [3.45, 2.50, 1.10], [1.44, 2.47, -1.70], [3.64, 3.28, -1.10], [1.67, 0.23, -0.54], [-3.81, 0.42, -2.96], [-4.33, 0.98, -1.81], [-3.51, 1.61, -0.92], [-4.15, 2.09, 0.19], [-3.45, 2.76, 1.15], [-5.52, 1.98, 0.42], [-6.11, 2.48, 1.53], [-6.30, 1.34, -0.53], [-7.63, 1.22, -0.34], [-5.70, 0.83, -1.66], [-6.48, 0.21, -2.59]],
  "gap_ev": 7.51,
  "charge": -2,
  "e_above_lowest_kcal_mol": 50.8,
  "energy_ha": -4129.349037,
  "lumo_energy_ev": 4.11,
  "largest_force_ev_per_a": 1.1,
  "molar_mass_g_mol": 1130.661
}